The following is a quantum chemistry calculation of a 2-piece molecular cluster, C9H21NO4 overall, from the OMol25 dataset.

Each line ends with the Löwdin charge.
Geometry (Å):
C -2.1856 -1.9908 -0.4014  -0.09
C -1.5224 -0.9287 -1.2854  -0.24
C -1.4067 0.4253 -0.5814  -0.17
C -2.7052 1.2424 -0.4997  -0.16
O -3.5918 0.9949 -1.5982  0.00
C -4.5760 0.0839 -1.4888  -0.60
N -5.2121 0.0469 -0.2034  0.13
O -4.9211 -0.5620 -2.4321  0.12
H -1.4713 -2.3943 0.3198  0.07
H -3.0075 -1.5720 0.1828  0.05
H -2.5701 -2.8236 -0.9896  0.08
H -2.0968 -0.8173 -2.2045  0.10
H -0.5210 -1.2727 -1.5483  0.10
H -1.0653 0.2557 0.4452  0.11
H -0.6235 1.0149 -1.0596  0.10
H -3.2267 1.1103 0.4475  0.11
H -2.4668 2.3027 -0.5673  0.12
H -6.1679 -0.2439 -0.3864  0.10
H -4.8124 -0.6918 0.3672  0.08
C 4.8436 0.8027 2.1181  -0.11
O 4.5789 -0.3486 1.3401  -0.19
C 3.2802 -0.8808 1.5298  -0.21
C 2.3463 -0.5033 0.4014  -0.21
O 2.0930 0.8916 0.3742  -0.20
C 2.8221 1.5795 -0.6252  -0.11
H 5.7984 1.2042 1.7835  0.09
H 4.0692 1.5634 1.9902  0.08
H 4.9210 0.5491 3.1810  0.09
H 2.8614 -0.5410 2.4829  0.13
H 3.3691 -1.9709 1.5673  0.13
H 1.3873 -1.0120 0.5491  0.12
H 2.7630 -0.8374 -0.5543  0.13
H 2.4434 1.3371 -1.6245  0.09
H 3.8877 1.3414 -0.5817  0.08
H 2.6858 2.6450 -0.4481  0.09

**Orbital gap**: 0.3753 Eh
**Max |F|**: 0.013 Eh/bohr
**SMILES string**: CCCCOC(N)=O.COCCOC
**ΔE to the lowest compared entry with this formula, charge and spin**: 0.0 kcal per mole
**Multiplicity**: 1

=====

The following is a quantum chemistry calculation of one molecule with the formula C9H21NSi at a distorted geometry, from the OMol25 dataset.

Each line ends with the Löwdin charge.
Geometry (Å):
C -1.8656 1.5095 -1.6431  -0.16
Si -1.9127 0.6025 0.0247  0.49
C -1.5921 1.8567 1.3433  -0.19
C -3.5404 -0.1586 0.4808  -0.19
C -0.6063 -0.7369 0.1609  -0.25
N 0.6377 -0.3237 0.8619  -0.20
C 1.4553 0.7943 0.2460  -0.17
C 2.4492 0.3410 -0.8486  -0.18
C 2.3650 -1.1477 -1.2072  -0.21
C 2.4236 -2.0218 0.0686  -0.18
C 1.5487 -1.4760 1.2230  -0.18
H -1.6469 0.7975 -2.4390  0.03
H -1.1418 2.2912 -1.6199  0.01
H -2.8383 1.9210 -1.8207  0.02
H -1.2288 1.3833 2.2473  0.04
H -2.5104 2.3950 1.5461  0.03
H -0.8468 2.5653 0.9812  0.02
H -3.3191 -0.8203 1.3362  0.04
H -4.2531 0.6088 0.7878  0.03
H -3.9845 -0.6599 -0.3831  0.03
H -1.0818 -1.5606 0.6872  0.08
H -0.4125 -1.1018 -0.8472  0.06
H 0.7561 1.5616 -0.1285  0.08
H 1.9875 1.2713 1.0844  0.11
H 2.3118 0.9167 -1.7746  0.10
H 3.4945 0.5373 -0.5494  0.11
H 1.4738 -1.3423 -1.8040  0.09
H 3.1823 -1.3872 -1.8960  0.10
H 3.4676 -2.1239 0.3766  0.10
H 2.0914 -3.0360 -0.1962  0.10
H 0.9488 -2.3240 1.6624  0.12
H 2.1878 -1.1324 2.0393  0.10

**Orbital gap**: 0.3285 Eh
**Max |F|**: 0.032 Eh/bohr
**SMILES string**: C[Si](C)(C)CN1CCCCC1
**ΔE to the lowest compared entry with this formula, charge and spin**: 7.7 kcal per mole
**Multiplicity**: 1

=====

The following is a quantum chemistry calculation of C9H22AlB2BeCl2F6KN3O14S as an isolated structure at a distorted geometry, from the OMol25 dataset.

Each line ends with the Löwdin charge.
Geometry (Å):
O -4.9171 3.8632 2.1018  0.21
C -4.8423 3.7270 0.9418  -0.49
O -5.2061 4.8390 0.0637  -0.15
C -4.3430 2.4306 0.2209  -0.12
C -4.9074 1.1737 0.8439  -0.17
C -4.2838 -0.0990 0.1911  -0.13
B -2.8433 -0.2882 0.7789  -0.13
C -1.4847 0.1557 0.0677  -0.23
S -1.5340 -0.0474 -1.6779  0.66
O -2.2721 1.0153 -2.3139  -0.35
O -2.1354 -1.3369 -1.9056  -0.35
H -4.9240 4.5620 -0.8327  0.03
H -4.6477 2.4435 -0.8285  0.13
H -3.2285 2.4478 0.2085  0.11
H -5.9794 1.0948 0.6896  0.13
H -4.7474 1.1832 1.9179  0.10
H -4.9034 -0.9484 0.4593  0.12
H -4.2706 0.0794 -0.8804  0.09
H -2.7537 -0.7681 1.8620  0.10
H -0.6893 -0.4610 0.4702  0.06
H -1.2088 1.1921 0.2743  0.09
H -0.2714 -0.1266 -2.1601  0.07
O 3.6338 0.9318 0.4550  -0.25
Cl 2.6980 0.0431 1.0145  0.66
O 2.3911 0.4646 2.4166  -0.45
O 3.2719 -1.2990 1.0940  -0.40
O 1.4990 0.0269 0.2374  -0.33
K -3.1086 5.1101 -0.3709  1.12
Al 3.6843 -0.7762 3.4433  1.02
O -2.3256 3.4075 3.7837  -0.26
Cl -2.6676 2.2740 4.6091  0.67
O -3.3393 1.2818 3.8062  -0.26
O -3.5088 2.6913 5.6762  -0.23
O -1.4415 1.7043 5.1101  -0.21
B 7.2923 -2.7566 3.0871  -1.13
F 6.4804 -1.6846 3.0215  0.16
F 6.5426 -4.0114 3.3527  0.15
F 7.8382 -3.1201 1.7551  0.16
F 8.2879 -2.6165 3.9596  0.27
F 1.0880 2.1087 -0.8564  -0.33
Be 7.1579 -4.6626 2.0693  0.87
C -1.0986 -4.1090 1.0478  -0.65
O -2.2105 -4.3246 1.4957  0.07
N -0.9138 -3.4443 -0.1370  0.19
N 0.0433 -4.5081 1.6858  0.16
H -0.0083 -3.2551 -0.5257  0.10
H -1.7302 -3.1386 -0.6410  0.08
H -0.0651 -4.9987 2.5540  0.11
H 0.9653 -4.3425 1.3307  0.09
C 2.7697 0.7882 -3.3566  -0.27
O 3.7151 0.1079 -3.0205  0.14
N 2.4899 1.1145 -4.6430  -0.15
C 1.3467 1.9204 -4.9984  -0.02
C 3.3682 0.6271 -5.6929  -0.01
H 2.0505 1.1958 -2.6220  0.12
H 0.6946 1.3504 -5.6638  0.11
H 1.6863 2.8245 -5.5100  0.11
H 0.7898 2.1998 -4.1063  0.09
H 3.3966 -0.4621 -5.6784  0.10
H 4.3799 0.9987 -5.5155  0.11
H 3.0127 0.9691 -6.6595  0.10
F 6.2373 -6.7618 2.5003  -0.56

**Orbital gap**: 0.0679 Eh
**Max |F|**: 0.103 Eh/bohr
**Net charge**: +1
**Multiplicity**: 1

=====

The following is a quantum chemistry calculation of an isolated ion of composition C9H22B2FIN5O8P2 and charge +1 at a distorted geometry, from the OMol25 dataset.

Each line ends with the Löwdin charge.
Geometry (Å):
C -4.7508 -1.9076 -2.1589  -0.06
O -3.7266 -1.0331 -1.6989  -0.18
C -2.7963 -0.6473 -2.6740  -0.24
C -1.4098 -0.9907 -2.1347  -0.73
I -0.0297 -0.9136 -3.8730  0.95
O -1.3850 -2.2828 -1.6469  -0.08
C -0.8667 -2.4202 -0.3490  -0.11
N 0.3982 -1.7029 -0.1869  0.03
C 1.5440 -2.3411 -0.8900  -0.04
C 2.5166 -2.9826 0.0802  -0.43
O 3.6870 -2.9404 0.0659  0.21
F 1.8370 -3.7097 1.0206  0.09
C 0.1896 -0.3742 -0.4887  -0.40
N 1.0164 0.5447 -0.0699  -0.04
P 0.7716 2.2324 -0.6317  1.03
P 2.6845 3.2670 -0.8182  0.24
O 2.3316 4.3281 -1.7512  -0.28
O 3.0707 3.8053 0.6309  -0.14
O 3.8703 2.2759 -1.2250  -0.15
B 2.1295 0.2910 0.9552  -0.72
O 3.2793 -0.1247 0.3840  0.21
N 1.8073 0.4994 2.3365  -0.09
C 2.8750 1.1343 3.1212  -0.06
C 1.2831 -0.7246 2.9921  -0.03
N -0.9263 0.0082 -1.1781  0.08
B -1.9532 0.7680 -0.3198  -0.71
N -2.0908 0.3843 1.0711  0.21
O -2.6351 1.7320 -0.9713  0.19
H -5.4938 -1.9711 -1.3674  0.10
H -5.2276 -1.5096 -3.0576  0.10
H -4.3484 -2.9055 -2.3527  0.10
H -2.9308 -1.1679 -3.6239  0.11
H -2.8649 0.4245 -2.8661  0.13
H -0.6918 -3.4785 -0.1755  0.16
H -1.5714 -2.0471 0.3947  0.14
H 1.1502 -3.1470 -1.5146  0.14
H 2.0858 -1.6324 -1.5105  0.12
H 0.6081 1.9586 -1.9997  -0.03
H 3.6784 3.2433 1.1264  0.07
H 4.6246 2.7734 -1.5821  0.11
H 4.1263 0.2670 0.6096  0.13
H 2.6693 1.0019 4.1832  0.10
H 3.8681 0.7004 2.9412  0.10
H 2.8838 2.2114 2.9463  0.08
H 0.9552 -1.4660 2.2624  0.07
H 0.4261 -0.4802 3.6228  0.09
H 2.0549 -1.1761 3.6186  0.10
H -3.0488 0.4903 1.3897  0.10
H -1.4917 0.8804 1.7247  0.09
H -2.9989 2.4106 -0.3923  0.13

**Orbital gap**: 0.3357 Eh
**Max |F|**: 0.025 Eh/bohr
**Net charge**: +1
**SMILES string**: COC[C@]1(I)OCN(CC(=O)F)C(N(PP(=O)(O)O)B(O)N(C)C)=[N+]1B(N)O
**Multiplicity**: 1

=====

The following is a quantum chemistry calculation of an isolated ion of composition C9H22Cl2NOSi and charge +1 at a distorted geometry, from the OMol25 dataset.

Each line ends with the Löwdin charge.
Geometry (Å):
C -1.5845 -0.0722 2.8487  -0.16
C -1.5312 -1.6827 2.4078  -0.64
Cl -3.0841 -2.0187 1.4756  0.59
C -0.1338 -2.1549 1.7357  -0.53
Cl 1.2879 -0.9367 2.0154  0.66
N -0.1480 -2.5592 0.2902  -0.20
C 1.0379 -3.5401 0.1329  -0.04
C 0.1119 -1.4710 -0.7201  -0.15
C -0.8115 -0.1304 -0.5912  -0.22
O -0.6421 0.6173 -1.8821  -0.28
Si 0.3212 2.0575 -1.5919  0.46
C 0.7488 2.9071 -3.3078  -0.22
C -0.6009 3.4164 -0.5265  -0.21
C 2.0089 1.7530 -0.7177  -0.21
H -2.6106 0.0291 3.4513  0.10
H -0.7452 0.2177 3.6201  0.09
H -1.6831 0.6530 1.9367  0.07
H -1.6342 -2.2624 3.4474  0.14
H 0.2228 -3.1245 2.3377  0.15
H -0.9740 -3.1056 -0.0343  0.17
H 2.0728 -3.0003 0.2258  0.12
H 0.9232 -4.4991 0.7955  0.14
H 0.9579 -3.9127 -0.9968  0.14
H -0.1414 -1.9467 -1.7863  0.18
H 1.2595 -1.1543 -0.8118  0.13
H -0.3357 0.5561 0.2279  0.07
H -1.9615 -0.3103 -0.4865  0.13
H 1.1700 3.9820 -3.0083  0.06
H 1.6651 2.3649 -3.8396  0.06
H -0.2013 2.9694 -4.0035  0.06
H -0.2134 3.3613 0.5986  0.05
H -0.2511 4.4686 -0.9685  0.06
H -1.7607 3.2947 -0.6266  0.05
H 2.7950 2.4775 -1.2479  0.07
H 2.4467 0.6736 -0.8278  0.03
H 2.0187 2.0826 0.4278  0.06

**Orbital gap**: 0.3497 Eh
**Max |F|**: 0.072 Eh/bohr
**Net charge**: +1
**SMILES string**: C[C@@H](Cl)[C@H](Cl)[N@H+](C)CCO[Si](C)(C)C
**Multiplicity**: 1

=====

The following is a quantum chemistry calculation of C9H22ClGaI2N2P2 as an isolated structure at a distorted geometry, from the OMol25 dataset.

Each line ends with the Löwdin charge.
Geometry (Å):
I -2.7214 3.3371 -3.1794  0.13
I -0.3898 2.4216 -4.2286  0.09
Ga -0.4465 0.5730 -0.3969  0.16
P 1.2788 2.0884 0.3964  0.73
C 3.0107 1.8797 -0.0940  -0.21
C 0.6743 3.6841 -0.2099  -0.25
H 1.3304 4.4459 0.2310  0.08
H 1.9031 3.0356 2.5147  0.08
H -0.3599 3.8426 0.1203  0.05
H 0.2734 2.2978 2.6331  0.04
H 3.0484 1.8593 -1.1938  0.07
H 0.6883 3.6854 -1.3094  0.02
C 1.2884 2.1690 2.2297  -0.21
H 3.5631 2.7439 0.3075  0.08
H 1.7275 1.2611 2.6702  0.06
H 3.4291 0.9465 0.3172  0.06
P -1.8973 -1.3240 -0.8999  0.74
C -1.2838 -2.7426 -1.8478  -0.21
C -2.6244 -2.0319 0.6301  -0.21
H -3.6548 0.3059 -1.2349  0.04
H -4.0154 -1.3037 -1.9616  0.07
H -2.8654 -0.1243 -2.7573  0.04
C -3.2478 -0.5332 -1.8127  -0.26
H -3.0288 -1.2436 1.2814  0.04
H -3.4435 -2.6947 0.3162  0.08
H -2.1387 -3.4140 -2.0277  0.08
H -0.4990 -3.2685 -1.2797  0.06
H -1.8927 -2.6222 1.2032  0.05
H -0.8724 -2.3644 -2.7962  0.07
Cl -1.9615 1.4328 1.0121  0.18
N 2.4482 -2.5223 0.9905  0.09
C 1.7034 -2.5291 2.1484  -0.03
C 0.7165 -1.6111 1.9515  -0.12
N 0.8668 -1.0584 0.6828  -0.08
C 1.9281 -1.6390 0.1334  -0.19
H 3.2747 -3.0588 0.7456  0.18
H 1.9318 -3.1659 2.9831  0.13
H -0.1136 -1.2725 2.5643  0.12
H 2.3718 -1.4854 -0.8330  0.14

**Orbital gap**: 0.2549 Eh
**Max |F|**: 0.046 Eh/bohr
**Net charge**: +2
**Multiplicity**: 1